(1)
{"formula": "C13H44O9", "method": "ωB97M-V/def2-TZVPD", "relative_energy_kj_mol": 2777.4, "total_energy_ev": -32593.0476, "homo_energy_ev": -8.233, "lumo_ev": 0.1, "molar_mass_da": 344.5, "homo_lumo_gap_ev": 8.334, "symbols": ["C", "H", "H", "H", "O", "H", "C", "H", "H", "H", "H", "H", "H", "O", "H", "H", "H", "H", "H", "O", "C", "O", "C", "O", "H", "H", "H", "O", "C", "C", "H", "H", "H", "C", "H", "H", "H", "H", "C", "H", "H", "H", "O", "H", "H", "H", "H", "C", "C", "H", "O", "H", "C", "H", "C", "H", "H", "H", "C", "H", "H", "H", "O", "H", "H", "H"], "positions_angstrom": [[-0.093, -0.629, -1.026], [-0.594, -1.512, -0.629], [3.439, -1.941, -1.163], [3.967, 0.051, 0.334], [0.221, -1.673, -3.944], [-2.127, 2.761, 2.962], [1.748, 2.458, 0.655], [2.664, -0.211, 1.512], [0.872, -1.523, -0.541], [-0.192, -2.934, -0.567], [-2.534, 0.010, 3.546], [2.119, -1.903, -3.232], [-3.358, -0.032, -0.608], [-0.491, -0.073, 2.544], [-2.472, -1.012, 1.664], [-1.073, 1.860, 1.351], [2.477, 0.189, -1.248], [-3.476, 2.241, 2.041], [1.003, -0.714, -2.404], [0.761, 0.128, 1.104], [-0.163, 1.245, 2.912], [2.104, 0.264, -0.367], [-1.252, 1.162, 0.533], [-2.617, 1.610, -1.842], [-1.017, 1.919, 2.845], [0.159, 1.229, 3.953], [-2.905, 2.249, -1.187], [1.466, 3.344, 1.746], [2.967, -0.359, 0.475], [-2.450, 2.593, 1.934], [0.928, 2.479, -0.064], [-1.891, 0.362, 0.905], [-4.096, -0.714, 1.421], [0.006, 0.565, -0.052], [-0.428, -0.971, -3.855], [-0.390, -0.096, 1.590], [-4.240, 0.428, -2.057], [3.010, -2.946, -2.571], [1.348, -1.141, -3.346], [1.633, -0.116, 0.784], [0.849, -0.870, -1.519], [-1.827, 1.758, -0.176], [-3.364, 0.246, 3.124], [-1.491, 4.000, 1.006], [0.618, 1.335, -0.522], [0.615, -2.326, -2.007], [-0.796, -0.396, -1.826], [-3.197, -0.205, 1.769], [-3.243, 0.334, -1.628], [1.895, 1.421, 0.958], [1.590, -4.739, -1.260], [-1.898, 1.724, 1.577], [3.194, -2.950, -1.497], [-2.761, -0.409, -2.264], [0.746, -2.528, -0.944], [1.211, -4.660, -2.138], [0.676, 1.636, 2.336], [2.545, 2.783, -0.014], [1.959, -3.439, -0.736], [1.702, -0.368, -4.029], [-2.993, 0.547, 1.007], [2.168, 3.201, 2.386], [-2.399, 3.701, 1.098], [2.841, -1.403, 0.190], [4.065, -3.576, -1.306], [2.266, -3.466, 0.309]]}

(2)
{"formula": "C13H44O9", "method": "ωB97M-V/def2-TZVPD", "relative_energy_kj_mol": 106.2, "total_energy_ev": -32620.7324, "homo_energy_ev": -9.260, "lumo_ev": -0.3, "molar_mass_da": 344.5, "smiles": "CC(C)O.CC(C)O.CC(C)O.CCO.CCO.O.O.O.O", "homo_lumo_gap_ev": 8.950, "symbols": ["H", "H", "C", "H", "C", "O", "H", "C", "O", "H", "H", "C", "H", "O", "H", "H", "H", "O", "O", "H", "H", "H", "H", "C", "H", "H", "H", "H", "H", "C", "H", "H", "H", "C", "C", "O", "C", "H", "O", "O", "H", "H", "O", "H", "H", "H", "H", "H", "C", "H", "C", "H", "H", "H", "H", "H", "H", "H", "H", "H", "H", "H", "H", "H", "C", "C"], "positions_angstrom": [[0.318, -2.572, -2.693], [2.783, -2.229, 1.989], [-1.967, 4.677, 0.631], [-0.747, 0.451, -0.071], [-2.394, 3.534, 1.595], [2.846, 1.129, 2.043], [-4.144, 3.552, 2.858], [0.528, -3.634, -2.791], [0.684, 2.701, 0.116], [-2.670, -0.255, 4.932], [-2.727, 4.170, 3.713], [1.369, -4.125, -1.582], [1.177, -0.809, -4.865], [-1.297, 2.816, 2.085], [0.230, 2.077, -5.199], [-2.417, 0.272, 1.796], [-3.105, 2.956, 0.990], [1.565, -0.510, -1.646], [-1.703, 1.398, 4.345], [-0.689, 2.914, 1.331], [2.981, 1.089, 1.093], [1.171, -1.215, 3.691], [2.413, -5.789, -2.640], [2.589, -0.206, 2.540], [3.707, -1.246, 1.005], [1.674, 1.363, -5.993], [1.042, -3.768, -3.745], [3.043, -3.662, -0.954], [2.305, 0.064, -1.425], [1.951, -5.547, -1.685], [1.127, -6.269, -1.646], [-1.962, -1.521, -2.900], [1.681, 1.704, -4.247], [1.252, -0.203, 3.300], [2.719, -1.266, 1.473], [2.491, -3.255, -1.637], [-2.747, 0.441, 4.098], [0.271, 0.009, -2.960], [-0.378, -0.040, -3.680], [-0.680, -0.482, -0.298], [1.893, -1.349, 0.770], [1.253, 0.564, 4.074], [-2.351, -2.007, -2.163], [3.332, -0.244, 3.342], [2.498, -5.786, -0.771], [-0.391, -4.214, -2.878], [-2.793, 5.304, 0.302], [-3.500, -0.778, 2.648], [0.454, 0.015, -4.838], [-1.939, -1.619, -1.379], [-3.214, 4.115, 2.740], [0.873, -3.958, -0.619], [-1.776, 2.013, 3.597], [-1.839, -1.073, 2.653], [1.943, -1.412, -1.627], [-3.721, 0.935, 4.106], [-0.173, -0.309, -5.673], [1.582, 2.367, 0.193], [-1.212, 5.291, 1.123], [-1.621, 4.083, -0.219], [0.515, 0.200, 2.602], [0.215, -0.577, -0.689], [-3.592, 5.125, 2.561], [0.752, 3.457, -0.479], [1.065, 1.385, -5.089], [-2.544, -0.245, 2.746]]}

(3)
{"formula": "C13H46N12O10", "method": "ωB97M-V/def2-TZVPD", "relative_energy_kj_mol": 193.4, "total_energy_ev": -52579.6964, "homo_energy_ev": -8.641, "lumo_ev": -0.5, "molar_mass_da": 530.6, "smiles": "NC(N)=O.NC(N)=O.NC(N)=O.NC(N)=O.NC(N)=O.NC(N)=O.CCO.CCO.CCO.CO", "homo_lumo_gap_ev": 8.135, "symbols": ["H", "C", "H", "C", "C", "H", "H", "H", "H", "C", "H", "H", "H", "H", "H", "O", "H", "O", "N", "N", "N", "H", "O", "C", "H", "H", "H", "N", "H", "H", "H", "H", "H", "H", "H", "N", "H", "N", "H", "H", "H", "O", "N", "C", "C", "H", "H", "N", "H", "O", "O", "H", "H", "H", "N", "N", "O", "H", "C", "H", "O", "C", "N", "H", "H", "H", "H", "H", "H", "C", "H", "H", "H", "C", "O", "C", "H", "N", "C", "O", "H"], "positions_angstrom": [[-1.242, -0.084, 3.663], [3.018, 1.755, -2.150], [-1.807, -1.960, 2.800], [-0.051, -2.257, 3.824], [2.995, -2.593, 1.584], [-5.145, -1.006, 0.298], [3.490, -3.045, 2.385], [1.178, 0.644, -3.957], [2.076, -2.279, 1.993], [0.569, -3.291, -1.329], [-1.021, 2.908, 0.303], [4.840, -1.788, 0.882], [-2.717, 1.550, -0.842], [-2.782, -0.840, 0.023], [2.867, 3.799, -2.157], [1.079, 0.212, 1.384], [4.189, -0.941, 2.153], [3.110, 0.659, -2.952], [-2.253, 0.270, 3.619], [2.957, 1.724, -0.885], [1.360, 3.789, -0.190], [2.927, -3.254, 0.721], [-0.361, -2.976, 4.962], [-2.843, 2.199, -0.041], [1.290, 2.718, -3.105], [0.859, 2.065, 1.400], [-0.095, -2.453, 1.677], [0.304, -0.978, 3.769], [-0.530, -0.939, 0.797], [-0.304, 3.644, -3.001], [-3.457, -2.175, 2.322], [0.584, -0.592, 4.669], [-0.560, -3.722, 2.845], [3.057, 0.800, -0.460], [-3.611, -2.341, -0.449], [0.933, -4.461, -1.560], [-2.800, 1.669, 0.928], [-0.405, -2.717, 2.672], [-2.935, -0.227, -2.512], [2.924, 3.019, -3.720], [-2.325, 1.282, 3.724], [-1.857, 1.921, -3.655], [0.168, 0.748, -4.083], [0.805, 4.041, 0.950], [-0.195, 0.102, 0.787], [-0.966, 0.650, 1.262], [-2.039, -1.645, -2.099], [0.469, 2.968, 1.616], [0.777, -5.005, -0.664], [3.233, -0.801, 0.156], [-1.841, 3.146, -0.144], [3.281, -1.330, -0.692], [-1.016, 0.280, -1.215], [0.949, -2.625, -3.272], [0.281, 2.837, -3.321], [-2.737, -1.503, 2.570], [-4.740, -0.662, -0.514], [0.236, -1.582, -2.076], [3.884, -1.428, 1.206], [0.649, -0.438, 2.906], [-4.423, 0.183, 2.509], [-0.447, 1.794, -3.733], [0.587, -2.487, -2.317], [-0.420, -0.029, -4.417], [3.027, 2.512, -0.225], [1.458, 2.917, -0.716], [1.220, 4.530, -0.905], [0.910, -5.027, -2.367], [-3.819, 2.621, -0.150], [-3.021, -1.251, -2.086], [0.130, 3.048, 2.600], [-3.427, -1.885, -2.810], [0.725, -0.026, -1.237], [-0.070, 0.542, -0.691], [0.270, -2.808, -0.044], [-3.140, -0.285, 2.848], [0.215, 1.548, -0.900], [2.852, 2.911, -2.680], [-3.511, -1.283, -0.678], [0.490, 5.311, 1.359], [1.704, -0.328, 0.836]]}